1.
The following is a quantum chemistry calculation of the molecule C4H8O, from OMol25.

Calculated values
SMILES string: CC[C@H]1CO1
gap between HOMO and LUMO: 11.4 eV
HOMO level: -10.3 eV
F_max: 0.0060 Eh/bohr
LUMO level: 0.0422 hartree
energy above the lowest of the compared OMol25 structures with the same formula, charge and spin: 127.6 kJ/mol

XYZ file:
```
13
C4H8O (ωB97M-V/def2-TZVPD)
C 0.57930 0.71805 -1.20789
C -0.22522 0.98695 0.06936
C -0.79442 -0.36212 0.43000
C 0.10362 -1.36019 0.99736
O -0.95945 -0.80383 1.76376
H 0.83532 1.62105 -1.76318
H 1.50221 0.18195 -0.95777
H 0.01004 0.06091 -1.87847
H -1.00953 1.73786 -0.08796
H 0.41814 1.36157 0.87479
H -1.57764 -0.70295 -0.25116
H 0.02120 -2.40196 0.69814
H 1.09642 -1.03729 1.31302
```

2.
The following is a quantum chemistry calculation of the molecule C17H17NO4, from OMol25.

Calculated values
SMILES string: Cc1ccc(/C=C/C(=O)NC[C@H]2COc3ccccc3O2)o1
gap between HOMO and LUMO: 8.2 eV
HOMO level: -8.2 eV
F_max: 0.0902 Eh/bohr
LUMO level: -0.0017 hartree
energy above the lowest of the compared OMol25 structures with the same formula, charge and spin: 256.9 kJ/mol

XYZ file:
```
39
C17H17NO4 (ωB97M-V/def2-TZVPD)
O 1.21964 3.28667 1.95040
O -0.65312 3.74881 -2.77699
O 2.66444 -1.27210 4.45770
O 2.19816 -0.89381 1.65321
C 0.55163 2.45994 1.30634
C -1.80901 1.79852 -3.13188
C -1.97973 2.68435 -4.24862
C -1.03849 2.49785 -2.25318
C -1.31101 3.84616 -3.98795
C 0.19848 2.81917 -0.05386
C -0.64858 2.04140 -0.87974
C 1.07043 -4.42854 3.53544
C 0.87507 -4.27498 2.13885
C 1.61519 -3.43739 4.29895
C 1.28026 -3.06650 1.54176
C 2.09376 -2.24198 3.68628
C 1.87902 -2.05199 2.29129
N 0.19931 1.25751 1.85813
C -1.20634 4.96073 -4.93932
C 3.21428 -0.18590 3.72016
C 0.90765 0.67690 3.00329
C 2.34061 0.20946 2.53293
H -2.30331 0.85987 -2.99168
H -2.54768 2.50046 -5.16595
H 0.59676 3.78393 -0.38589
H -1.04140 1.09213 -0.57243
H 0.81432 -5.37789 3.99843
H 0.37366 -5.05540 1.61582
H 1.72247 -3.56070 5.38518
H 1.19008 -2.84838 0.50560
H -0.11585 0.56619 1.14306
H -1.55628 5.89109 -4.52070
H -1.77945 4.77870 -5.87008
H -0.15646 5.03692 -5.22229
H 3.40775 0.69756 4.38333
H 4.20595 -0.48002 3.35387
H 0.32725 -0.15084 3.43944
H 1.00125 1.43372 3.80192
H 2.83723 1.03629 2.03708
```

3.
The following is a quantum chemistry calculation of the molecule C3H6N2O, from OMol25.

Calculated values
SMILES string: N#C[C@H](O)CN
gap between HOMO and LUMO: 11.2 eV
HOMO level: -10.5 eV
F_max: 0.0217 Eh/bohr
LUMO level: 0.0244 hartree
energy above the lowest of the compared OMol25 structures with the same formula, charge and spin: 164.4 kJ/mol

XYZ file:
```
12
C3H6N2O (ωB97M-V/def2-TZVPD)
N 0.81833 -1.22493 -0.00699
C -0.08621 -0.30563 -0.68663
C -0.87397 0.62543 0.31782
O -0.97844 0.18786 1.63839
C -0.15965 1.91519 0.15547
N 0.57176 2.70207 -0.27212
H 0.88732 -2.06743 -0.56780
H 1.76539 -0.85722 0.05863
H 0.44368 0.31575 -1.42041
H -0.82756 -0.86289 -1.26081
H -1.90282 0.74384 -0.04157
H -0.19472 -0.34410 1.84751
```